(1)
Density functional theory data (wB97M-V/def2-TZVPD) for 11 unconnected molecules or ions with the total composition C11H44N22O11.

Its HOMO-LUMO gap is 8.96 eV. The SMILES is NC(N)=O.NC(N)=O.NC(N)=O.NC(N)=O.NC(N)=O.NC(N)=O.NC(N)=O.NC(N)=O.NC(N)=O.NC(N)=O.NC(N)=O. The highest occupied orbital energy is -9.23 eV.

Last column: Löwdin charge in e.
Cartesian coordinates (Å):
C: -1.936 1.942 -6.495  -0.78
O: -1.701 1.966 -5.259  -0.02
N: -1.424 2.765 -7.341  0.15
N: -2.480 0.997 -7.172  0.16
H: -0.624 3.201 -6.906  0.11
H: -1.829 2.954 -8.247  0.13
H: -2.036 0.728 -8.038  0.12
H: -2.878 0.314 -6.543  0.12
C: 3.134 -0.352 5.399  -0.88
O: 3.492 -1.443 5.108  0.07
N: 3.628 0.372 6.309  0.15
N: 2.136 0.305 4.973  0.17
H: 4.464 0.080 6.796  0.13
H: 3.165 1.204 6.644  0.12
H: 1.511 -0.029 4.253  0.13
H: 2.024 1.221 5.383  0.11
C: 8.037 -2.999 2.753  -0.75
O: 9.252 -2.988 2.600  0.00
N: 7.182 -2.727 1.769  0.16
N: 7.578 -3.142 3.985  0.16
H: 7.467 -2.300 0.899  0.11
H: 6.202 -2.961 1.847  0.10
H: 6.576 -3.250 4.049  0.10
H: 8.214 -3.314 4.750  0.12
C: -0.128 0.195 0.379  -0.79
O: -0.750 -0.305 1.299  -0.02
N: -0.599 1.067 -0.479  0.18
N: 1.096 -0.242 0.234  0.17
H: -1.401 1.653 -0.294  0.12
H: -0.112 1.184 -1.356  0.11
H: 1.386 -1.030 0.797  0.12
H: 1.642 0.316 -0.407  0.10
C: 3.336 -5.906 1.997  -0.81
O: 3.456 -4.922 1.270  0.01
N: 3.680 -7.103 1.693  0.16
N: 2.985 -5.876 3.239  0.16
H: 4.150 -7.429 2.525  0.12
H: 4.150 -7.132 0.799  0.13
H: 2.696 -5.054 3.751  0.13
H: 2.694 -6.749 3.657  0.12
C: -6.449 0.151 -2.737  -0.74
O: -6.032 -0.639 -3.613  -0.01
N: -5.797 1.175 -2.254  0.16
N: -7.683 0.088 -2.214  0.13
H: -6.256 1.877 -1.691  0.11
H: -4.828 1.268 -2.525  0.12
H: -8.188 0.963 -2.182  0.11
H: -8.051 -0.787 -2.559  0.11
C: 0.997 5.889 -5.188  -0.90
O: 1.111 6.965 -5.757  0.03
N: 1.791 4.977 -5.460  0.16
N: 0.277 5.548 -4.237  0.20
H: 2.398 5.104 -6.257  0.13
H: 2.082 4.400 -4.684  0.12
H: 0.351 4.562 -4.034  0.12
H: -0.257 6.248 -3.741  0.14
C: -5.761 -1.685 2.504  -0.85
O: -6.751 -1.948 3.138  0.04
N: -5.528 -1.999 1.279  0.19
N: -4.829 -0.955 3.014  0.16
H: -6.153 -2.494 0.659  0.13
H: -4.664 -1.666 0.875  0.11
H: -4.011 -0.738 2.464  0.10
H: -4.810 -1.360 3.939  0.12
C: -2.134 -5.213 0.607  -0.76
O: -2.807 -6.263 0.293  -0.04
N: -2.163 -4.601 1.741  0.15
N: -1.303 -4.606 -0.125  0.17
H: -1.888 -3.631 1.679  0.10
H: -2.779 -4.856 2.500  0.13
H: -1.061 -5.014 -1.016  0.14
H: -0.974 -3.763 0.325  0.11
C: -4.600 4.399 0.935  -0.78
O: -5.730 4.687 0.492  -0.01
N: -4.533 3.873 2.115  0.16
N: -3.488 4.827 0.419  0.16
H: -5.411 3.734 2.595  0.13
H: -3.728 3.773 2.716  0.11
H: -2.797 4.983 1.139  0.11
H: -3.491 5.484 -0.348  0.12
C: 4.274 2.783 -0.794  -0.71
O: 3.119 3.018 -1.252  -0.04
N: 4.926 3.656 0.006  0.15
N: 5.054 1.827 -1.190  0.15
H: 4.685 4.625 0.159  0.12
H: 5.876 3.333 0.126  0.09
H: 5.744 1.546 -0.508  0.11
H: 4.814 1.241 -1.977  0.13


(2)
Density functional theory data (wB97M-V/def2-TZVPD) for 11 unconnected molecules or ions with the total composition C11H44N22O11.

Its HOMO-LUMO gap is 9.05 eV. The SMILES is NC(N)=O.NC(N)=O.NC(N)=O.NC(N)=O.NC(N)=O.NC(N)=O.NC(N)=O.NC(N)=O.NC(N)=O.NC(N)=O.NC(N)=O. The highest occupied orbital energy is -9.40 eV.

Last column: Löwdin charge in e.
Cartesian coordinates (Å):
C: -4.072 8.154 -1.873  -0.76
O: -4.041 9.017 -2.736  0.04
N: -5.194 7.879 -1.212  0.14
N: -3.122 7.399 -1.389  0.16
H: -6.129 8.120 -1.509  0.11
H: -5.162 7.194 -0.470  0.09
H: -3.164 6.776 -0.595  0.11
H: -2.220 7.759 -1.665  0.12
C: 1.396 1.648 5.110  -0.87
O: 1.852 2.690 5.264  0.09
N: 2.064 0.648 5.543  0.16
N: 0.290 1.339 4.432  0.17
H: 2.755 0.865 6.247  0.12
H: 1.835 -0.328 5.418  0.11
H: -0.054 0.393 4.518  0.10
H: -0.197 2.016 3.861  0.11
C: -4.234 4.138 2.583  -0.81
O: -3.259 3.969 1.966  0.07
N: -5.092 3.131 2.768  0.15
N: -4.525 5.232 3.282  0.16
H: -6.036 3.387 3.019  0.10
H: -4.943 2.273 2.257  0.11
H: -5.172 5.327 4.053  0.11
H: -3.848 5.968 3.140  0.11
C: 3.157 7.237 2.263  -0.84
O: 3.092 8.379 1.900  0.06
N: 3.598 6.803 3.377  0.16
N: 2.604 6.259 1.646  0.15
H: 4.129 7.406 3.989  0.12
H: 3.295 5.944 3.812  0.12
H: 2.589 5.364 2.114  0.11
H: 2.477 6.284 0.644  0.12
C: -6.969 1.882 -2.822  -0.87
O: -6.596 1.614 -3.881  0.10
N: -8.153 1.460 -2.511  0.15
N: -6.294 2.414 -1.839  0.18
H: -8.525 1.644 -1.590  0.10
H: -8.668 0.855 -3.135  0.12
H: -5.350 2.747 -1.976  0.12
H: -6.800 2.440 -0.965  0.10
C: -5.658 -3.213 0.790  -0.80
O: -5.212 -2.181 1.274  0.01
N: -6.855 -3.428 0.350  0.17
N: -4.879 -4.249 0.645  0.15
H: -7.125 -4.400 0.304  0.11
H: -7.478 -2.641 0.469  0.12
H: -5.241 -5.052 0.151  0.11
H: -3.935 -4.095 0.970  0.12
C: 0.008 -0.245 -1.286  -0.81
O: 0.030 -1.443 -1.591  0.00
N: 0.956 0.588 -1.454  0.18
N: -1.095 0.273 -0.847  0.16
H: 0.871 1.544 -1.140  0.12
H: 1.787 0.179 -1.856  0.13
H: -1.898 -0.309 -0.658  0.12
H: -1.179 1.223 -0.513  0.11
C: 4.960 -6.726 -3.909  -0.78
O: 4.886 -6.728 -5.132  0.03
N: 4.959 -5.652 -3.106  0.14
N: 5.000 -7.688 -3.117  0.16
H: 4.997 -4.710 -3.468  0.11
H: 5.186 -5.732 -2.125  0.10
H: 4.925 -7.552 -2.119  0.12
H: 5.010 -8.652 -3.418  0.13
C: 5.639 -3.503 1.778  -0.77
O: 5.553 -4.668 1.395  0.01
N: 6.650 -3.044 2.459  0.15
N: 4.933 -2.503 1.308  0.16
H: 6.500 -2.130 2.861  0.10
H: 7.486 -3.585 2.633  0.12
H: 4.242 -2.730 0.608  0.12
H: 5.136 -1.566 1.627  0.11
C: -1.181 -8.795 -0.981  -0.80
O: -1.018 -9.807 -0.355  0.06
N: -1.139 -7.631 -0.437  0.16
N: -1.488 -8.717 -2.285  0.14
H: -1.312 -6.763 -0.923  0.11
H: -0.978 -7.578 0.559  0.12
H: -2.371 -9.165 -2.482  0.11
H: -1.189 -7.820 -2.641  0.10
C: 7.514 -0.439 -3.540  -0.83
O: 6.336 -0.650 -3.759  0.03
N: 8.181 -1.160 -2.755  0.17
N: 8.289 0.429 -4.142  0.16
H: 9.167 -0.939 -2.737  0.11
H: 7.853 -1.913 -2.169  0.13
H: 9.134 0.710 -3.666  0.11
H: 7.733 1.133 -4.606  0.12


Stability summary: most stable (2), least stable (1).


(1)
Density functional theory data (wB97M-V/def2-TZVPD) for a molecular structure, C6H10OS.

Its HOMO-LUMO gap is 8.75 eV. The highest occupied orbital energy is -8.84 eV.

Last column: Löwdin charge in e.
Cartesian coordinates (Å):
C: -0.187 2.760 1.508  -0.18
C: -0.326 1.264 1.068  -0.22
C: 0.377 1.008 -0.094  -0.08
C: -0.093 -0.428 -0.716  -0.43
C: 1.014 -1.148 -1.504  -0.13
C: -0.865 -2.656 -0.083  -0.64
H: -1.048 2.834 2.461  0.11
H: 0.882 3.119 1.976  0.11
H: -0.767 3.231 0.498  0.12
H: -0.835 0.539 1.826  0.14
H: 1.354 1.656 -0.709  0.20
H: -0.838 -0.186 -1.507  0.13
H: 1.779 -1.840 -0.630  0.18
H: 1.626 -0.182 -1.963  0.10
H: 0.477 -1.930 -2.341  0.11
H: -0.530 -2.991 -1.252  0.12
O: -0.557 -1.336 0.347  -0.22
S: -1.463 -3.712 1.115  0.58


(2)
Density functional theory data (wB97M-V/def2-TZVPD) for C6H10OS in the gas phase.

Its HOMO-LUMO gap is 10.17 eV. The SMILES is C=C(C)CSC(C)=O. The highest occupied orbital energy is -9.48 eV.

Last column: Löwdin charge in e.
Cartesian coordinates (Å):
C: -1.446 -1.377 -0.829  -0.10
C: -1.270 -0.256 0.241  -0.46
C: -1.999 0.785 0.198  -0.02
C: -0.083 -0.525 1.206  -0.38
C: 2.404 -0.096 -0.043  -0.83
C: 1.763 1.242 -0.197  -0.08
H: -1.953 -2.243 -0.471  0.05
H: -2.001 -1.002 -1.793  0.11
H: -0.455 -1.674 -1.330  0.06
H: -2.841 0.832 -0.622  0.10
H: -1.832 1.844 0.661  0.10
H: -0.392 -1.035 2.219  0.12
H: 0.379 0.417 1.683  0.09
H: 1.678 1.808 0.683  0.06
H: 2.294 1.846 -1.046  0.13
H: 0.763 1.175 -0.671  0.07
O: 3.601 -0.407 -0.265  -0.05
S: 1.389 -1.332 0.377  1.02


Stability summary: most stable (2), least stable (1).


(1)
Density functional theory data (wB97M-V/def2-TZVPD) for C6H10OS in the gas phase.

Its HOMO-LUMO gap is 9.24 eV. The SMILES is CCC(=O)C1CSC1. The highest occupied orbital energy is -8.61 eV.

Last column: Löwdin charge in e.
Cartesian coordinates (Å):
C: 0.668 0.335 -2.655  -0.12
C: 0.935 -0.267 -1.318  -0.18
C: -0.162 0.151 -0.353  -0.40
C: 0.020 -0.246 1.110  -0.33
C: -1.165 -1.088 1.705  -0.38
C: -0.172 1.008 2.024  -0.34
H: 0.616 1.384 -2.671  0.06
H: -0.318 -0.036 -3.024  0.10
H: 1.376 -0.101 -3.351  0.07
H: 1.918 -0.023 -0.936  0.12
H: 0.896 -1.371 -1.462  0.14
H: 0.995 -0.701 1.229  0.13
H: -0.869 -2.039 2.142  0.06
H: -2.026 -1.180 1.002  0.08
H: -0.601 1.838 1.493  0.05
H: 0.609 1.344 2.752  0.08
O: -1.101 0.802 -0.712  0.11
S: -1.618 0.190 3.027  0.75


(2)
Density functional theory data (wB97M-V/def2-TZVPD) for C6H10OS in the gas phase.

Its HOMO-LUMO gap is 9.43 eV. The SMILES is C[C@@H]1[C@H]2OCCS[C@H]12. The highest occupied orbital energy is -8.56 eV.

Last column: Löwdin charge in e.
Cartesian coordinates (Å):
C: 2.517 0.157 -0.568  -0.09
C: 1.528 -0.702 0.483  -0.23
C: 0.112 -0.946 -0.153  -0.30
C: -2.024 -0.575 0.175  -0.26
C: -1.808 0.908 -0.459  -0.38
C: 0.467 0.218 0.877  -0.54
H: 3.029 0.917 0.186  0.10
H: 3.489 -0.399 -0.881  0.08
H: 1.878 0.661 -1.417  0.08
H: 2.198 -1.103 1.296  0.14
H: 0.449 -0.638 -1.096  0.10
H: -2.509 -0.446 1.186  0.12
H: -3.081 -0.799 -0.276  0.13
H: -2.708 1.371 0.135  0.08
H: -2.331 0.948 -1.447  0.08
H: 0.054 0.260 1.896  0.10
O: -1.073 -1.590 -0.112  -0.04
S: -0.186 1.760 0.175  0.82


Stability summary: most stable (1), least stable (2).


(1)
Density functional theory data (wB97M-V/def2-TZVPD) for a molecular structure, C6H10OS.

Its HOMO-LUMO gap is 8.99 eV. The highest occupied orbital energy is -8.73 eV.

Last column: Löwdin charge in e.
Cartesian coordinates (Å):
C: 1.956 -0.476 -0.360  -0.07
C: 0.591 0.133 0.000  -0.50
C: -0.593 0.182 -1.117  -0.17
C: -1.443 -0.601 -0.189  -0.72
C: -0.368 -0.691 0.941  -0.12
C: 0.541 1.458 0.493  -0.20
H: 2.443 -1.218 0.681  0.16
H: 1.999 -1.387 -1.211  0.12
H: 2.826 0.308 -0.819  0.13
H: -0.377 -0.427 -1.842  0.05
H: -1.051 1.152 -1.452  0.10
H: -2.039 -1.597 -0.284  0.10
H: -2.148 1.279 0.967  0.03
H: -0.094 -1.779 0.881  0.11
H: -0.525 -0.538 2.113  0.16
H: 1.204 1.338 1.350  0.13
O: 0.047 2.514 -0.098  0.00
S: -2.968 0.350 -0.054  0.69


(2)
Density functional theory data (wB97M-V/def2-TZVPD) for C6H10OS in the gas phase.

Its HOMO-LUMO gap is 9.02 eV. The SMILES is C[C@@H]1C[C@@H]2[C@H](O)[C@H]2S1. The highest occupied orbital energy is -8.29 eV.

Last column: Löwdin charge in e.
Cartesian coordinates (Å):
C: -0.988 -2.002 1.300  -0.14
C: -0.451 -0.581 1.219  -0.57
C: -1.049 0.237 0.029  -0.16
C: 0.151 1.113 -0.333  -0.27
C: 1.348 1.459 -1.257  -0.29
C: 1.327 0.178 -0.466  -0.54
H: -0.588 -2.549 2.169  0.07
H: -2.129 -2.031 1.331  0.10
H: -0.589 -2.529 0.433  0.07
H: -0.627 -0.033 2.159  0.09
H: -1.931 0.825 0.316  0.11
H: -1.374 -0.465 -0.817  0.14
H: 0.310 1.792 0.501  0.12
H: 1.944 2.286 -0.865  0.14
H: 0.780 2.108 -3.006  0.12
H: 1.166 -0.605 -1.238  0.12
O: 1.231 1.337 -2.621  0.00
S: 1.470 -0.541 1.145  0.89


Stability summary: most stable (2), least stable (1).